(1)
Computed, not measured: a cluster of 10 separate species, C48H123N7O20 in total in a non-equilibrium geometry, with wB97M-V/def2-TZVPD.

Positions of all 198 atoms, in Å:
1 H -0.33 -1.53 -4.49
2 H -2.27 -1.42 -2.99
3 H 3.35 0.41 -3.37
4 C -4.18 -2.91 6.07
5 H 1.00 -0.31 -1.97
6 C 3.44 2.74 -4.60
7 O -2.29 2.39 -0.11
8 H 4.70 -3.08 4.48
9 O -3.54 -3.20 -4.43
10 O -3.79 -3.66 4.96
11 C 2.45 -3.54 -9.42
12 C -1.33 3.53 5.99
13 H 7.86 -3.64 2.35
14 C -3.67 5.15 3.54
15 C -3.44 2.88 0.58
16 H -2.90 5.84 3.17
17 C 2.41 -0.11 -0.25
18 C 3.07 -4.85 -4.88
19 C 3.83 -0.66 1.60
20 H 5.99 -7.11 -6.82
21 H 6.92 -1.65 -1.91
22 H -1.43 2.25 -2.01
23 H 3.54 3.81 -4.76
24 N -4.19 4.18 2.60
25 C 6.60 1.40 4.08
26 H 3.08 -4.63 -2.37
27 H 2.38 5.23 1.34
28 H 6.36 0.34 4.09
29 N 0.29 -1.43 -0.37
30 H -1.79 -5.71 1.66
31 H 1.48 -3.93 -9.70
32 H -4.19 -3.65 6.87
33 H -0.51 0.12 3.75
34 O -1.74 -3.07 -1.98
35 C -3.97 -2.73 -3.11
36 H 1.29 -1.08 -4.66
37 H 8.00 3.20 2.10
38 O 4.86 -1.91 -1.75
39 H 3.71 -1.27 2.49
40 H -5.16 -2.43 6.07
41 O -1.36 0.86 -5.06
42 C -3.19 3.26 2.05
43 O 7.73 -1.63 2.76
44 C 5.50 -6.21 -6.46
45 C -7.20 2.21 3.20
46 H -1.28 -0.18 -0.78
47 H -2.24 3.80 1.97
48 H -3.09 1.38 -1.77
49 H -12.53 6.34 3.18
50 H -3.74 -3.47 1.75
51 H 2.06 -1.70 -1.63
52 H 2.65 -5.81 -4.59
53 C 1.44 -0.93 -1.19
54 N -8.80 4.02 3.77
55 H 0.66 1.27 -5.37
56 C -1.60 -0.72 1.28
57 H -3.39 -2.47 -5.03
58 H -2.36 -1.37 0.86
59 H 3.31 0.28 -0.74
60 H 4.62 -5.20 -3.64
61 O -0.93 -1.33 2.37
62 H 2.11 3.00 -2.95
63 H -9.11 5.11 5.64
64 C 6.15 3.54 1.29
65 H 3.17 -4.29 -9.09
66 C 0.00 -0.53 3.04
67 N 4.76 3.74 1.70
68 C 0.00 -4.54 1.14
69 H 0.55 -1.95 -9.05
70 C 6.98 3.21 2.48
71 H -4.97 -2.75 3.67
72 C 7.45 -2.95 3.09
73 C -12.51 6.32 4.27
74 H -4.56 5.74 3.76
75 H 4.01 -3.52 -0.84
76 H 3.72 0.37 1.95
77 H 3.01 -2.93 -3.06
78 H -7.28 2.62 2.19
79 H 1.88 -0.84 -9.45
80 H -3.34 -2.06 3.68
81 H -13.40 5.74 4.48
82 C 0.31 -0.87 -5.08
83 C 3.42 -4.90 -6.33
84 H 0.21 4.47 2.21
85 H -5.73 0.75 1.72
86 H 7.98 -2.97 4.05
87 O 2.73 -0.95 0.87
88 H 0.18 0.74 -3.73
89 H -1.34 2.17 -6.70
90 C 4.63 -3.31 -1.71
91 H -4.56 -1.85 -3.36
92 H -7.83 1.34 3.36
93 H -6.69 3.76 4.40
94 H 2.94 -3.38 -10.38
95 H -1.22 4.05 6.94
96 H 6.29 -1.64 -0.24
97 H 6.55 4.47 0.87
98 H 6.11 -0.25 -1.30
99 H -2.00 2.68 6.16
100 C -1.61 2.08 -5.65
101 C 0.01 0.61 -4.80
102 H 3.96 -4.00 -6.61
103 O -1.78 4.24 4.85
104 H 2.10 -0.64 -6.70
105 H 2.44 -4.17 1.87
106 H -2.92 2.41 2.68
107 H 0.71 -1.18 3.56
108 H -3.42 -2.20 6.40
109 H -2.13 -4.22 0.67
110 H 2.74 2.40 -5.36
111 H -4.57 -3.51 -2.64
112 H -0.13 0.56 0.28
113 H 4.65 1.24 -4.46
114 O 2.60 0.99 -3.17
115 H -3.80 3.73 0.00
116 H 2.45 -4.91 -6.83
117 H 5.93 -5.36 -6.99
118 C 6.10 -1.33 -1.26
119 H 4.49 2.82 2.01
120 H -1.17 -2.59 -1.38
121 H 3.66 2.63 -2.36
122 H 0.19 -4.86 0.12
123 H -10.25 6.51 3.21
124 O 4.07 -6.17 -6.63
125 H 1.91 4.18 -0.06
126 H -4.41 0.50 2.70
127 H 0.93 0.34 -7.46
128 H 2.72 -5.72 2.73
129 H -9.99 7.17 4.69
130 N 0.20 -1.32 -6.49
131 O 6.80 1.78 2.76
132 H -3.72 -4.91 2.89
133 C -3.16 4.43 4.83
134 C 2.13 -5.21 1.97
135 C -1.53 -4.68 1.45
136 H -3.38 5.08 5.68
137 O -5.89 1.77 3.41
138 H -3.75 3.53 4.98
139 H 5.69 -6.18 -5.39
140 C -3.40 -3.88 2.71
141 H -5.99 -0.36 3.00
142 H -9.58 3.45 4.06
143 H 5.58 -3.86 -1.70
144 H -12.53 7.32 4.70
145 H 4.11 3.07 -0.02
146 C -2.76 -2.10 -2.29
147 H 0.36 -2.32 -6.45
148 H 2.43 -5.71 1.05
149 H -0.36 3.11 5.74
150 N -1.89 -3.91 2.65
151 H 0.82 -1.69 0.45
152 H 7.33 -1.11 3.46
153 C -0.61 -0.39 0.05
154 O 1.95 3.25 1.79
155 H -4.26 2.17 0.55
156 C -5.49 0.59 2.77
157 H 5.72 1.86 4.53
158 O 4.63 2.09 -4.91
159 H 7.48 1.57 4.70
160 H -1.23 2.95 -5.12
161 C -10.19 6.19 4.25
162 C -3.91 -2.99 3.76
163 O 5.40 -2.48 4.21
164 H 2.23 -4.16 -4.76
165 H -3.08 -1.59 -1.38
166 C 1.19 -0.71 -7.29
167 H 6.29 2.81 0.50
168 H -2.91 3.02 -2.00
169 H -7.93 2.74 5.10
170 H 0.58 0.08 2.35
171 H -1.52 -2.98 2.56
172 C -7.64 3.27 4.19
173 C 1.47 -1.49 -8.68
174 C 5.96 -3.36 3.35
175 H 5.94 -4.40 3.69
176 C 0.55 3.46 1.96
177 H -2.69 2.23 -5.65
178 H -2.20 0.12 1.64
179 C -2.40 2.19 -1.52
180 H 0.45 -3.56 1.31
181 O -11.37 5.54 4.66
182 O 0.70 -5.26 2.14
183 N 4.14 -4.39 -3.99
184 H 0.15 3.22 0.98
185 H 4.71 -0.86 0.99
186 C 3.63 -3.79 -2.79
187 H -4.83 3.64 3.17
188 H 6.84 3.86 3.34
189 H 1.97 0.83 0.09
190 C 3.94 3.97 0.57
191 H -8.02 5.85 4.56
192 C -8.94 5.28 4.57
193 H 5.32 -3.48 2.47
194 C 2.98 2.39 -3.18
195 O 2.36 -2.63 -8.41
196 H 4.25 4.80 -0.06
197 H 0.17 2.72 2.66
198 C 2.49 4.25 0.86

The SMILES is COCCNCCOC.COCCNCCOC.COCCNCCOC.COCCNCCOC.COCCNCCOC.COCCNCCOC.COCCNCCOC.OCCO.OCCO.OCCO. The spin multiplicity is 1. The HOMO-LUMO gap is 8.3 eV. The total energy is -103134.4994 eV. The LUMO energy comes out at 0.44 eV. For the energy above the lowest of the compared OMol25 structures with the same formula, charge and spin, the calculation gives 143.50 kcal per mole.

---

(2)
Computed, not measured: a cluster of 10 separate species, C48H123N7O20 in total in a non-equilibrium geometry, with wB97M-V/def2-TZVPD.

Positions of all 198 atoms, in Å:
1 C 1.16 -0.43 0.43
2 H 6.75 -4.67 0.51
3 C 2.16 4.39 1.79
4 C -7.13 5.53 1.10
5 H 5.73 -6.11 3.65
6 H 3.25 0.27 10.27
7 H 3.28 2.45 -4.07
8 C -2.90 5.74 3.30
9 H -6.59 0.04 -5.63
10 C -6.63 -1.88 -6.34
11 H 0.80 1.11 -8.19
12 C -1.82 -1.62 -4.23
13 H -6.22 0.91 2.59
14 H -0.92 -0.04 -2.12
15 H 2.06 1.12 -3.79
16 C -2.90 5.13 0.89
17 O -4.98 0.95 0.77
18 H 3.40 -4.22 0.41
19 H -1.78 4.18 2.50
20 H 0.28 -3.19 5.78
21 H -9.66 4.21 -0.49
22 C -4.25 -0.16 1.21
23 H 4.00 1.95 10.17
24 C 2.31 2.87 6.95
25 H 5.59 -6.52 -3.48
26 H 5.45 -0.36 1.23
27 H 4.18 -4.10 -2.60
28 O -1.04 -5.27 -1.35
29 H -5.59 -0.88 -3.78
30 C 2.67 3.36 0.94
31 O 2.43 2.07 1.52
32 H -3.17 2.15 4.00
33 C 0.00 0.25 -0.36
34 H -2.00 5.13 7.07
35 C 0.52 -2.50 3.93
36 C 3.10 1.38 -3.98
37 H -7.89 2.38 1.16
38 N -2.65 4.66 2.30
39 O 7.66 -6.61 4.00
40 H -2.76 0.46 4.19
41 H -3.02 6.22 0.87
42 H 5.53 -6.12 1.51
43 H 4.13 2.90 8.11
44 H -6.39 2.84 0.30
45 H -2.50 1.51 5.54
46 O -0.65 -0.19 -8.66
47 O 0.10 -3.49 4.89
48 H -0.24 0.62 4.88
49 C -1.77 -4.03 -1.23
50 C 0.04 1.52 4.34
51 H 0.74 1.38 3.52
52 H -0.81 4.88 0.29
53 H -6.10 5.58 0.74
54 O 2.89 1.20 8.62
55 H 6.14 -7.76 3.27
56 H -0.94 -0.05 0.11
57 H 2.06 -0.16 -1.21
58 C -1.81 4.67 -0.08
59 H 1.78 -4.52 -3.05
60 O 2.46 4.04 3.12
61 H 1.61 1.13 6.55
62 H -2.91 6.58 7.55
63 H 5.92 -4.25 2.73
64 H -2.78 6.68 2.75
65 C 6.67 -2.61 1.65
66 H -4.86 -1.06 1.24
67 H 3.10 1.28 -8.55
68 C -4.77 -2.39 -8.00
69 O -0.05 -0.19 -1.73
70 C 7.75 -7.57 5.07
71 H 2.64 5.35 1.58
72 H -0.95 3.68 -2.53
73 H 0.76 -3.40 -2.14
74 O -2.17 5.17 -1.42
75 H 2.03 1.73 -6.42
76 H -0.39 -1.22 -10.38
77 C 1.37 -3.09 2.79
78 H -2.39 -1.60 -5.16
79 O -2.64 6.40 5.53
80 C -9.20 4.72 0.35
81 H 7.09 -6.95 1.12
82 H 1.43 -1.82 -8.10
83 H -0.83 -2.24 -8.93
84 H -1.04 -0.89 -4.41
85 C 3.45 0.74 -7.67
86 H 1.98 -2.33 2.30
87 H 0.33 -6.26 -2.66
88 H 4.60 -7.66 -2.66
89 H -7.42 6.55 1.34
90 O 4.75 -5.92 -1.61
91 C 6.50 -6.73 3.21
92 C 1.14 -4.42 -2.17
93 N 7.24 -5.00 1.33
94 C -2.45 1.47 4.45
95 H 2.05 -3.79 3.27
96 N 1.93 -4.87 -0.98
97 H 0.03 -4.44 2.44
98 O -2.58 -1.22 -3.11
99 H 7.47 -4.09 3.15
100 H 1.30 -0.80 -6.68
101 H 4.70 0.56 9.30
102 H -0.22 5.15 -2.00
103 C 6.87 -4.00 2.25
104 O 0.53 -3.84 1.88
105 H -6.99 0.43 1.12
106 N 3.12 -0.65 -7.81
107 H 1.09 -1.80 4.54
108 H 2.26 3.63 -0.04
109 H -9.29 4.02 1.18
110 H -1.20 6.76 6.93
111 C -2.10 5.55 4.55
112 N -5.01 -0.90 -4.60
113 C 4.36 -4.46 -1.58
114 H -0.65 -5.02 -3.27
115 H 4.54 0.82 -7.62
116 H -6.70 5.24 3.28
117 H -7.46 -1.39 -6.84
118 H 4.00 1.60 7.00
119 H -4.58 1.27 -4.29
120 C 5.74 -0.89 0.32
121 H 2.79 3.64 6.34
122 H -1.04 -3.23 -1.09
123 H 8.62 -7.61 5.72
124 C -7.13 4.69 2.44
125 C 4.72 -6.59 -2.83
126 C 3.78 1.01 9.67
127 H -2.29 -3.69 -2.12
128 H -2.41 0.84 -3.44
129 C 3.40 2.20 7.70
130 N 1.73 1.95 5.97
131 H 7.43 -8.60 4.88
132 H -0.28 -1.93 3.46
133 H 5.08 -3.80 -1.10
134 C -5.77 -0.64 -5.82
135 H 2.92 1.35 1.13
136 C 3.06 1.38 -6.37
137 O -7.87 5.05 -0.05
138 H -2.05 -1.22 -9.66
139 C -4.14 0.28 -4.41
140 H -3.87 0.13 2.19
141 H -1.20 5.25 -3.28
142 O -1.25 2.05 3.90
143 H -5.42 3.70 2.34
144 C -0.98 -1.30 -9.47
145 H 3.74 3.27 0.77
146 O 3.37 0.60 -5.17
147 C 6.57 -6.25 1.78
148 H 7.51 -2.49 0.97
149 H -6.87 -2.50 -5.47
150 C -1.17 4.73 -2.32
151 N -6.37 3.39 2.42
152 H -3.49 0.41 -5.28
153 H -1.90 3.58 -0.16
154 H -2.19 4.61 5.09
155 H 6.99 -7.31 5.81
156 H 6.73 -0.67 -0.09
157 C 0.75 0.10 -8.58
158 H 2.96 -3.13 -0.75
159 H -3.57 0.30 -2.28
160 C 0.49 2.55 5.52
161 H 3.72 1.02 -3.16
162 H -5.09 -0.20 -6.55
163 O -5.96 -2.86 -7.32
164 H -8.16 4.51 2.73
165 H -3.44 -0.45 0.55
166 H 1.23 0.03 -9.56
167 C 3.20 -4.19 -0.66
168 H -2.48 -4.21 -0.42
169 H 1.08 4.49 1.70
170 C -6.81 2.53 1.25
171 H 3.61 2.31 -6.22
172 H -1.32 -2.55 -3.94
173 H 2.19 3.12 3.23
174 H -3.95 5.73 3.62
175 O 5.56 -2.21 0.81
176 H 1.64 3.24 7.72
177 H -0.28 2.75 6.27
178 H 1.27 -4.92 -0.22
179 H 6.79 -1.87 2.44
180 H 3.73 -6.31 -3.18
181 C -2.13 6.20 6.89
182 H 3.48 -1.09 -6.97
183 H 1.14 -0.28 1.51
184 C -3.16 0.07 -3.27
185 H 0.58 3.53 5.04
186 H -9.70 5.65 0.61
187 C -6.25 1.13 1.52
188 H -3.85 4.78 0.48
189 H -4.92 -1.49 -8.60
190 H 5.06 -0.68 -0.50
191 H -1.08 5.92 4.45
192 H 0.97 -1.50 0.31
193 H 0.06 1.33 -0.30
194 O 2.34 -0.12 -0.29
195 C 1.62 -0.82 -7.73
196 H -4.22 -3.17 -8.51
197 H -4.06 -2.08 -7.23
198 C -0.09 -5.30 -2.38

The spin multiplicity is 2. The HOMO-LUMO gap (spin up / spin down) is 7.1 / 1.8 eV. The total energy is -103123.8819 eV. The LUMO energy (spin up / spin down) comes out at -2.28 / -7.60 eV. The charge is +1.